#i
DFT (wB97M-V/def2-TZVPD) results for a cluster of 2 separate species, C4H12NO2 in total.

```
! wB97M-V def2-TZVPD RIJCOSX def2/J DEFGRID3
* xyz 1 1
O -1.24 -1.53 -0.48
C -1.92 -0.62 -0.94
C -1.37 0.73 -0.41
N 0.00 0.61 0.24
C -0.06 0.11 1.70
C 1.39 0.32 2.16
H -2.85 -0.90 -1.41
H -1.36 1.54 -1.21
H -2.03 1.01 0.43
H 0.52 1.48 0.27
H 0.47 -0.21 -0.31
H -0.30 -0.98 1.59
H -0.84 0.57 2.29
H 1.70 1.31 1.80
H 2.05 -0.55 1.99
H 1.51 0.50 3.25
H 3.15 -0.30 -2.20
H 2.31 0.65 -2.91
O 2.25 0.08 -2.10
*
```

Output
- Orbital gap: 11.294 eV

***

#ii
DFT (wB97M-V/def2-TZVPD) results for a cluster of 3 separate species, C4H12NO2 in total.

```
! wB97M-V def2-TZVPD RIJCOSX def2/J DEFGRID3
* xyz 1 1
C -2.53 -1.52 0.53
C 1.94 -1.64 -0.14
C -1.82 -0.75 -0.43
C 2.23 -0.35 -0.46
N 0.43 2.66 -0.02
O -1.17 0.27 -0.21
O 2.10 0.76 0.45
H -2.68 -1.03 1.42
H -3.46 -1.63 0.07
H -1.97 -2.41 0.71
H 1.75 -2.35 -0.92
H 1.49 -1.83 0.77
H -1.83 -1.21 -1.46
H 2.46 0.00 -1.47
H 0.17 3.22 0.85
H 0.49 3.24 -0.89
H 1.24 2.03 0.02
H -0.51 2.14 -0.07
H 1.66 0.41 1.25
*
```

Output
- Orbital gap: 9.817 eV

***

#iii
DFT (wB97M-V/def2-TZVPD) results for a cluster of 2 separate species, C4H12NO2 in total.

```
! wB97M-V def2-TZVPD RIJCOSX def2/J DEFGRID3
* xyz 1 1
O -2.15 -0.73 -0.96
C -1.54 -1.42 -0.19
C -0.13 -1.05 0.21
N 0.15 0.34 -0.24
C 1.40 0.55 -1.04
C 2.60 -0.11 -0.39
H -1.96 -2.33 0.25
H 0.05 -1.23 1.26
H 0.52 -1.73 -0.35
H 0.02 1.00 0.56
H -0.69 0.48 -0.86
H 1.54 1.62 -1.16
H 1.19 0.17 -2.04
H 3.53 0.40 -0.59
H 2.72 -1.17 -0.58
H 2.45 0.02 0.69
H -0.57 2.72 2.13
H -0.85 1.38 2.85
O -0.61 1.76 2.00
*
```

Output
- Orbital gap: 11.768 eV

***

Compare the structures above. Which one is the least stable? #ii is.